Molecular formula: C30H26KN6SSbSe4
Method: DFT, ωB97M-V/def2-TZVPD

Summary:
- gap between HOMO and LUMO (eV) = 4.143
- energy above the lowest of the compared OMol25 structures with the same formula, charge and spin (kJ/mol) = 0.00
- largest force on an atom (hartree/bohr) = 0.0190
- charge = -2

Structure (XYZ):
```
69
Properties=species:S:1:pos:R:3:forces:R:3:lowdin_charge:R:1
Sb -0.9718 -2.9997 2.4002 0.026 -0.275 0.202 -0.37
Se -2.6489 -1.2146 1.9409 -0.164 0.156 0.109 -0.13
Se -2.0532 -5.1849 2.0072 -0.009 0.033 0.025 -0.36
Se -0.0276 -2.6090 4.6493 -0.015 -0.088 0.072 -0.30
Se 0.9592 -2.7780 0.8531 0.105 0.070 -0.138 -0.14
K -0.1234 0.2299 0.5969 -0.017 -0.075 0.112 0.24
S 1.9225 0.2107 -1.6819 0.052 0.637 0.281 0.65
N -1.1258 -1.1878 -2.1859 0.047 -0.286 0.057 0.14
N 2.9675 -1.3663 -3.5238 0.410 -0.226 0.042 -0.14
N -0.8063 2.7116 -1.8198 -0.396 0.093 0.086 0.13
N -0.6232 1.7434 2.9680 -0.232 0.070 -0.051 0.06
N -2.0931 2.2617 0.7046 -0.194 0.087 -0.262 0.13
N 0.9466 -1.9894 -3.0152 -0.321 -0.215 -0.150 0.02
C -0.6365 -3.5355 -2.0484 0.811 0.125 -0.390 -0.09
C -0.5358 0.7910 5.1765 0.187 0.242 -0.316 -0.10
C 3.8747 -0.8588 1.6746 -0.036 -0.116 -0.218 -0.12
C -1.9353 1.9384 3.1237 -0.255 0.219 -0.309 -0.28
C -0.3289 -2.2264 -2.3834 -0.142 0.164 -0.073 -0.32
C -1.8196 -3.8046 -1.4177 -0.632 0.303 0.372 -0.10
C -4.0731 2.6852 1.9704 0.286 -0.039 0.174 -0.02
C 4.8441 1.3165 1.3005 -0.244 -0.423 -0.149 -0.12
C -2.7006 1.6125 -2.8027 0.118 0.281 0.145 -0.05
C -0.6706 1.8359 -4.0382 -0.563 0.036 0.136 -0.08
C -2.2614 -1.4606 -1.5293 0.069 -0.093 0.248 -0.18
C 4.3627 1.7524 2.5190 0.130 0.515 0.208 -0.12
C 1.8899 -1.0545 -2.7376 0.401 0.430 0.121 -0.72
C -1.8581 1.1316 5.3757 0.099 -0.224 -0.008 -0.07
C -0.1375 2.5149 -2.9480 -0.293 -0.328 -0.046 -0.19
C -2.7765 2.4784 -0.4318 0.046 -0.103 0.429 -0.22
C 4.5870 0.0145 0.8691 0.238 0.024 -0.034 -0.11
C -2.6365 -2.7295 -1.1032 -0.040 0.081 -0.068 -0.11
C 0.0439 1.1769 3.9613 -0.292 -0.179 0.375 -0.14
C 1.4646 -2.8894 -3.9236 0.239 -0.628 -0.182 -0.06
C -4.1184 2.8278 -0.4133 -0.291 -0.114 -0.549 -0.04
C -2.5726 1.6974 4.3402 0.491 0.165 -0.658 -0.05
C -2.0734 2.2692 -1.7433 0.592 0.152 0.109 -0.23
C 2.7291 -2.5226 -4.2086 -0.637 -0.617 -0.404 -0.07
C 3.6310 0.8875 3.3138 0.070 0.294 0.440 -0.12
C 4.2873 -0.7947 -3.4048 -0.398 0.321 -0.324 -0.06
C -2.7168 2.3457 1.8854 0.244 -0.260 0.158 -0.22
C -1.9895 1.3965 -3.9774 0.367 -0.169 0.499 -0.07
C -4.7659 2.9188 0.8059 -0.255 0.157 -0.046 -0.07
C 3.3974 -0.4047 2.8879 -0.439 -0.290 0.623 -0.09
H 3.6072 -1.8712 1.3745 0.127 0.269 -0.083 0.04
H 0.0191 0.2110 5.9042 0.005 0.149 -0.145 0.07
H -3.6173 1.8728 4.4419 -0.570 0.041 0.134 0.08
H 4.9314 -0.3191 -0.1036 0.002 0.095 0.019 0.08
H 1.0802 0.9839 3.7506 0.250 -0.146 0.104 0.08
H -2.3646 0.8698 6.2902 -0.044 -0.057 0.174 0.10
H -2.8785 -0.6121 -1.2481 0.054 -0.042 -0.102 0.08
H -4.5616 2.7303 2.9366 -0.011 0.026 -0.202 0.10
H 2.7956 -1.0645 3.5022 -0.094 -0.133 -0.032 0.08
H 4.8281 -0.9434 -4.3439 -0.081 -0.057 0.149 0.09
H -2.4119 0.7824 -4.7657 0.000 0.182 -0.016 0.10
H 0.1135 -4.2985 -2.1710 0.052 -0.152 -0.006 0.10
H -5.8221 3.1622 0.8235 0.015 0.016 0.098 0.10
H -2.0502 -4.7867 -1.0406 0.005 -0.148 0.068 0.06
H 4.8247 -1.2288 -2.5759 0.228 -0.203 0.288 0.08
H 3.4677 -2.9888 -4.8348 -0.020 0.026 -0.058 0.11
H 0.8976 -3.7525 -4.2242 0.023 0.108 -0.109 0.12
H 3.2484 1.2379 4.2757 0.076 -0.179 -0.265 0.10
H 4.5519 2.7767 2.8527 -0.063 -0.283 -0.133 0.09
H 5.3719 2.0017 0.6703 0.306 0.257 -0.339 0.08
H -0.0557 1.6030 -4.8863 0.198 0.045 -0.291 0.09
H -3.6983 1.2278 -2.6482 -0.065 -0.047 -0.167 0.11
H -4.6692 2.9860 -1.3469 0.271 -0.020 0.355 0.11
H -3.4836 -2.8430 -0.4362 0.018 -0.009 -0.189 0.07
H 4.1626 0.2596 -3.2129 0.111 0.351 0.069 0.05
H 0.8857 2.8662 -2.9705 0.045 0.005 0.029 0.09
```
Positions in Å, forces in eV/Å.